Record 1
DFT (ωB97M-V with the def2-TZVPD basis set) results for a cluster of 13 separate species, H26O13 in total.

```
39
Properties=species:S:1:pos:R:3
O -20.33 -9.51 -10.81
H -20.52 -9.22 -11.71
H -20.93 -10.24 -10.67
O -27.74 -5.85 -9.13
H -27.30 -6.51 -9.67
H -28.55 -6.28 -8.84
O -23.20 -6.66 -9.43
H -23.45 -5.79 -9.75
H -23.64 -7.27 -10.03
O -20.98 -4.59 -6.35
H -21.42 -5.43 -6.28
H -21.66 -4.00 -6.70
O -27.48 -9.80 -8.39
H -26.53 -9.70 -8.49
H -27.83 -9.63 -9.26
O -18.64 -5.68 -11.20
H -18.15 -6.49 -11.27
H -19.49 -5.94 -10.83
O -26.16 -7.62 -12.28
H -26.81 -8.27 -12.54
H -26.20 -6.95 -12.96
O -23.77 -11.30 -9.85
H -24.04 -11.50 -10.75
H -23.16 -12.00 -9.63
O -22.58 -4.30 -13.19
H -23.11 -3.51 -13.29
H -21.77 -4.10 -13.66
O -22.02 -8.18 -14.12
H -22.43 -7.38 -13.80
H -22.44 -8.35 -14.96
O -20.93 -1.65 -10.61
H -20.73 -1.47 -9.69
H -21.71 -2.21 -10.58
O -20.63 -8.64 -6.53
H -21.33 -8.46 -5.90
H -20.83 -8.08 -7.28
O -25.00 -3.08 -9.42
H -25.12 -2.68 -8.55
H -25.72 -3.69 -9.51
```

## Properties
HOMO energy = -0.4047 hartree
E_tot = -27038.9795 eV
relative energy (zero: lowest compared OMol25 entry of this formula, charge and spin) = 286.32 kJ/mol

=====

Record 2
DFT (ωB97M-V with the def2-TZVPD basis set) results for a structure of composition C31H45ClF5PPdS.

```
85
Properties=species:S:1:pos:R:3
Pd 1.08 -1.29 4.28
P -0.73 -0.15 -0.27
Cl -0.80 0.08 4.20
C 0.92 -1.03 -0.73
H 1.55 -0.43 -0.08
H 0.91 -2.11 -0.63
C -0.87 1.32 0.91
C -1.11 -1.56 0.89
C -2.30 1.92 1.15
H -0.59 0.83 1.86
C -2.34 2.87 2.35
H -2.60 2.49 0.26
H -3.08 1.15 1.29
C -1.33 3.98 2.18
H -3.35 3.30 2.44
H -2.14 2.33 3.26
C 0.05 3.46 1.83
H -1.66 4.68 1.41
H -1.26 4.58 3.08
C 0.11 2.46 0.68
H 0.74 4.28 1.61
H 0.46 2.95 2.71
H -0.10 2.92 -0.29
H 1.10 2.03 0.52
C -1.88 0.16 -1.74
C -0.99 -2.91 0.17
H -0.31 -1.47 1.65
C -1.10 -4.08 1.13
H -1.76 -2.94 -0.62
H -0.03 -2.96 -0.35
C -2.34 -3.98 2.02
H -1.14 -4.98 0.50
H -0.17 -4.14 1.72
C -2.56 -2.61 2.67
H -3.22 -4.22 1.40
H -2.28 -4.75 2.78
C -2.41 -1.43 1.69
H -3.56 -2.58 3.13
H -1.82 -2.47 3.48
H -3.29 -1.34 1.02
H -2.38 -0.53 2.33
C -1.76 1.56 -2.37
H -1.56 -0.54 -2.52
C -2.52 1.52 -3.71
H -2.26 2.30 -1.72
H -0.68 1.85 -2.39
C -3.98 1.10 -3.52
H -2.47 2.48 -4.22
H -2.01 0.78 -4.35
C -4.17 -0.22 -2.78
H -4.51 1.88 -2.97
H -4.48 1.03 -4.49
C -3.36 -0.24 -1.47
H -5.23 -0.40 -2.55
H -3.84 -1.05 -3.41
H -3.82 0.43 -0.73
H -3.41 -1.25 -1.04
C 2.04 2.90 -2.00
C 1.04 -1.14 -2.08
H 1.09 3.52 -1.71
C 2.46 -0.98 -2.69
H 0.34 -0.60 -2.85
C 3.64 -0.20 -1.78
H 2.85 -2.03 -2.88
H 2.55 -0.54 -3.72
C 4.06 1.27 -1.81
H 3.34 -0.41 -0.76
H 4.60 -0.69 -2.00
C 3.11 2.34 -1.12
H 5.18 1.40 -1.53
H 4.03 1.64 -2.82
H 2.85 2.11 -0.10
H 3.75 3.26 -1.27
F 6.42 -2.85 0.39
C 5.38 -2.16 0.92
C 4.19 -2.80 1.20
F 4.04 -4.12 0.97
C 3.13 -2.05 1.71
F 1.96 -2.72 1.98
C 3.25 -0.68 1.97
S 1.92 0.23 2.51
C 4.49 -0.05 1.71
F 4.62 1.28 1.95
C 5.55 -0.81 1.22
F 6.74 -0.19 1.00
```

## Properties
HOMO energy (spin up / spin down) = -0.2655 / -0.2781 hartree
spin multiplicity = 5
E_tot = -82581.7935 eV
relative energy (zero: lowest compared OMol25 entry of this formula, charge and spin) = 387.56 kJ/mol